(1)
The following is a DFT calculation (ωB97M-V/def2-TZVPD) of a cluster of 2 separate species, C26H54N2O4S3 in total in a non-equilibrium geometry.

Calculated values
HOMO-LUMO gap, hartree: 0.284
Multiplicity: 1
E_LUMO, eV: -0.7
HOMO, eV: -8.369

Each line ends with the Löwdin charge.
Element x y z (Å)
H1 1.69 1.50 -1.08  0.113
C1 0.81 -0.57 -1.46  -0.170
C2 -3.82 1.34 -2.86  -0.228
C3 4.54 1.42 2.49  -0.257
H2 5.38 -1.02 -0.60  0.101
H3 5.24 1.72 -4.20  0.116
C4 2.45 -0.44 0.77  -0.215
C5 -5.88 -2.70 -0.64  -0.220
H4 -7.19 0.82 3.79  0.109
H5 2.52 2.64 2.20  0.065
H6 1.52 3.28 -2.34  0.130
H7 3.16 -1.38 0.58  0.119
C6 2.26 -0.13 2.40  -0.226
C7 0.89 1.06 -1.85  -0.227
H8 0.53 -1.72 0.49  0.127
H9 -2.73 2.67 -4.36  0.097
O1 -7.66 -0.54 5.29  -0.166
H10 4.30 -0.81 3.18  0.116
S1 -5.32 -0.14 -0.32  1.047
H11 3.95 0.46 -3.65  0.102
H12 -0.14 -1.07 -1.91  0.092
H13 -7.02 -2.62 -0.29  0.139
C8 0.46 1.16 -4.34  -0.903
H14 3.04 0.47 0.28  0.089
H15 5.16 -4.49 -3.35  0.069
C9 -5.79 -0.84 3.72  -0.088
C10 6.33 -3.38 -1.69  -0.263
H16 -0.11 1.63 -1.64  0.112
H17 -7.88 -0.72 3.28  0.117
H18 0.27 0.23 0.62  0.118
H19 3.68 2.50 -1.48  0.082
H20 3.46 0.45 4.32  0.114
C11 3.67 0.21 3.17  -0.232
H21 1.47 0.76 2.51  0.102
H22 -1.89 2.71 -2.63  0.088
C12 0.94 -0.65 0.17  -0.222
H23 6.77 0.76 -2.57  0.102
H24 4.19 -1.10 -2.05  0.095
H25 -5.90 -0.49 6.40  0.104
C13 3.69 2.62 -2.67  -0.167
H26 7.41 -1.58 -2.59  0.111
H27 5.89 -2.21 -3.61  0.114
N1 -3.63 -2.83 0.83  0.046
H28 -6.28 1.83 7.29  0.075
H29 5.94 -5.70 -2.09  0.078
C14 6.12 -4.69 -2.70  -0.166
H30 7.38 -3.52 -1.14  0.108
C15 -6.89 -0.03 6.38  -0.282
H31 5.00 0.97 1.48  0.090
H32 -4.63 3.18 -1.66  0.149
C16 -4.38 2.04 -1.49  -0.229
H33 -7.78 1.95 6.34  0.083
N2 1.47 1.29 -3.23  -0.188
C17 -6.78 1.49 6.38  -0.086
H34 -3.66 1.92 -0.57  0.123
C18 -2.40 2.02 -3.43  -0.465
S2 0.81 1.46 -6.01  0.550
H35 4.00 3.73 2.60  0.084
C19 6.27 -1.93 -2.52  -0.217
H36 -4.63 1.24 -3.70  0.135
O2 -5.65 1.32 -1.16  -0.388
H37 -5.43 -3.91 1.41  0.125
H38 -3.52 0.22 -2.58  0.091
H39 -5.03 -0.36 4.35  0.068
H40 4.26 3.61 -2.92  0.121
S3 -1.34 0.59 -4.03  0.760
H41 -5.50 -0.68 2.67  0.033
H42 -3.29 -3.29 1.71  0.044
H43 5.46 1.73 3.18  0.116
C20 2.12 2.66 -3.17  -0.218
H44 3.83 2.89 0.86  0.061
H45 -6.22 1.85 5.52  0.064
H46 1.74 -1.12 2.82  0.121
C21 -4.94 -3.19 0.62  -0.168
H47 -7.41 -0.34 7.29  0.117
C22 5.66 0.74 -2.17  -0.190
H48 7.05 -4.84 -3.40  0.078
H49 -5.87 -3.60 -1.42  0.148
C23 3.67 2.73 2.03  -0.143
C24 4.57 1.38 -3.27  -0.191
C25 5.30 -0.83 -1.77  -0.222
H50 2.08 3.28 -4.15  0.109
H51 5.51 -3.47 -0.86  0.094
H52 -5.77 -1.91 3.93  0.080
O3 -6.46 -0.29 0.75  -0.453
H53 5.65 1.38 -1.17  0.095
O4 -5.40 -1.50 -1.34  -0.388
C26 -7.17 -0.26 3.98  -0.274
H54 1.78 -1.06 -1.94  0.111



(2)
The following is a DFT calculation (ωB97M-V/def2-TZVPD) of a cluster of 4 separate species, C26H55BN4O4 in total in a non-equilibrium geometry.

Calculated values
HOMO-LUMO gap, hartree: 0.261
Multiplicity: 1
Relative energy (zero: lowest compared OMol25 entry of this formula, charge and spin), kcal/mol: 52.7
E_LUMO, eV: -1.2
HOMO, eV: -8.293

Each line ends with the Löwdin charge.
Element x y z (Å)
C1 -5.30 -3.28 7.52  -0.088
H1 4.91 -0.28 0.46  0.064
C2 4.17 -1.24 -1.52  -0.240
O1 3.39 -1.10 -7.22  0.075
C3 -0.97 7.12 -3.37  -0.090
H2 -2.02 5.11 -1.65  0.056
B1 3.56 2.16 -6.73  -0.456
H3 0.53 -2.76 3.46  0.055
C4 -1.98 -3.89 6.21  -0.085
C5 -4.68 -1.60 4.82  -0.252
C6 1.31 5.02 -3.29  -0.268
H4 -0.42 -1.35 2.96  0.063
N1 -0.01 4.80 -3.87  -0.194
H5 -4.00 -1.17 4.07  0.103
C7 -5.02 -0.50 5.83  -0.090
H6 -5.92 -0.74 6.40  0.055
H7 -1.84 -5.45 2.21  0.075
H8 1.15 -1.37 0.84  0.095
H9 -1.86 -4.51 5.31  0.064
H10 -4.53 -4.70 6.12  0.102
N2 -4.07 -2.83 5.32  -0.192
H11 0.05 6.45 -5.12  0.110
H12 5.13 0.78 -1.03  0.070
H13 -2.05 -1.78 1.46  0.094
H14 -1.17 8.05 -3.90  0.072
H15 -5.23 0.43 5.30  0.071
H16 -1.83 3.78 -3.66  0.116
H17 -2.13 0.08 -0.14  0.072
H18 -1.53 5.76 -4.94  0.113
C8 0.52 -1.88 2.82  -0.086
C9 4.80 -1.29 -3.89  -0.171
H19 -0.99 -3.65 6.59  0.075
H20 1.32 -1.23 3.17  0.074
H21 3.44 -0.53 -2.04  0.107
C10 -0.90 3.93 -3.10  -0.250
H22 1.56 2.11 -6.48  0.110
H23 -2.19 -3.75 2.47  0.064
H24 1.27 5.63 -2.38  0.098
H25 -2.79 -2.00 6.81  0.097
H26 4.45 3.71 -5.97  0.097
H27 -0.46 2.92 -3.07  0.099
H28 2.20 3.12 -3.87  0.063
H29 6.26 -0.64 -0.73  0.083
H30 -4.43 -2.91 8.07  0.069
C11 2.08 3.74 -2.98  -0.085
H31 -1.41 -4.50 0.09  0.109
N3 4.95 -1.97 -2.59  -0.034
O2 7.16 -0.50 -4.24  0.071
H32 1.59 3.14 -2.21  0.066
O3 4.37 3.36 -6.89  0.071
H33 2.83 -2.13 -4.45  0.126
H34 -1.86 6.88 -2.80  0.055
H35 -0.55 0.06 0.62  0.063
C12 5.39 1.05 -5.11  0.081
H36 -6.08 -2.52 7.54  0.054
H37 5.89 2.05 -4.91  0.128
C13 -0.62 6.02 -4.38  -0.249
H38 -1.63 3.48 -1.12  0.068
C14 -1.21 -0.50 -0.05  -0.094
C15 3.71 -0.61 -6.12  -0.273
H39 0.16 -4.79 0.78  0.112
H40 4.59 -2.94 -2.69  0.114
N4 -0.37 -2.77 0.59  -0.192
C16 -1.53 -1.89 0.49  -0.269
C17 0.76 -2.26 1.35  -0.255
C18 5.95 -0.27 -4.38  -0.242
H41 -5.59 -1.85 4.26  0.112
H42 -4.21 -0.31 6.53  0.067
C19 4.25 0.90 -5.97  0.012
C20 -1.24 4.34 -1.67  -0.084
C21 5.16 -0.31 -0.66  -0.110
C22 -0.73 -4.16 0.88  -0.248
H43 -2.14 -2.05 5.18  0.108
C23 -2.75 -2.61 5.90  -0.269
H44 3.57 -1.95 -0.87  0.109
C24 3.67 -1.44 -4.75  0.081
H45 -0.75 -0.56 -1.04  0.076
H46 -5.90 -3.83 5.53  0.115
H47 -0.37 4.72 -1.12  0.069
H48 -2.48 -4.49 6.98  0.065
H49 1.92 5.58 -4.02  0.118
H50 1.59 -2.97 1.31  0.112
H51 -2.25 -2.34 -0.20  0.119
H52 -0.15 7.31 -2.67  0.067
C25 -1.39 -4.45 2.23  -0.094
H53 -0.67 -4.45 3.04  0.050
H54 3.08 3.98 -2.60  0.076
H55 -5.69 -4.14 8.07  0.073
C26 -4.96 -3.69 6.08  -0.250
O4 2.20 2.14 -7.22  0.100



(3)
The following is a DFT calculation (ωB97M-V/def2-TZVPD) of a structure of composition C26H55ClInN3O3P in a non-equilibrium geometry.

Calculated values
HOMO-LUMO gap (spin up / spin down), hartree: 0.194 / 0.183
Multiplicity: 3
<S²>: 2.008
E_LUMO (spin up / spin down), eV: 1.8 / 1.5
HOMO (spin up / spin down), eV: -3.446 / -3.446
Total charge: -1

Each line ends with the Löwdin spin population.
Element x y z (Å)
C1 -2.72 0.99 -3.31  0.000
C2 1.38 -2.09 -0.85  0.026
H1 -1.76 -1.80 7.40  0.002
O1 -3.53 0.49 -2.55  0.000
H2 -1.36 0.63 -4.72  0.000
H3 3.05 -3.37 -1.42  0.001
H4 -3.20 -2.82 7.43  0.000
H5 -2.74 -4.21 3.23  0.002
H6 -3.36 -1.09 7.56  0.000
O2 -1.56 -1.70 3.67  0.536
H7 -4.31 -2.18 3.97  0.002
H8 1.60 1.94 -5.93  0.000
H9 -4.99 -2.22 5.58  0.001
H10 -1.46 3.95 -2.89  0.000
H11 2.08 -1.80 1.93  0.000
C3 -1.36 3.09 -3.55  0.000
C4 -2.80 -1.88 7.07  0.003
H12 0.02 -5.04 3.97  0.000
H13 -0.29 -1.15 0.13  0.002
H14 4.03 -1.59 0.96  0.000
H15 -0.39 -3.72 2.88  0.000
C5 3.43 1.20 -0.83  -0.001
C6 -4.11 -2.50 5.00  0.015
C7 2.07 0.14 0.98  0.016
C8 2.32 2.96 -4.20  0.000
C9 2.37 -3.23 -0.58  0.003
C10 -1.40 -3.68 4.82  0.027
H16 4.02 1.04 -1.73  0.000
H17 4.30 3.07 -3.36  0.000
H18 -0.43 7.78 -3.40  0.000
H19 1.32 0.91 0.75  0.002
H20 -3.47 2.90 -3.02  0.000
H21 -1.85 -4.23 6.92  0.000
C11 1.36 -1.10 1.50  0.001
C12 -2.76 2.44 -3.70  0.000
C13 -1.02 -4.21 6.22  0.002
H22 1.03 -2.73 -2.89  0.000
H23 2.64 1.91 -1.07  0.000
H24 0.03 -3.53 -1.67  0.000
H25 1.46 7.46 -6.38  0.000
H26 0.19 6.19 -3.03  0.000
H27 4.07 1.67 -0.09  0.000
C14 -3.07 -0.24 5.25  -0.001
H28 0.68 -3.42 4.25  0.000
H29 1.82 -4.16 -0.44  0.000
C15 -3.92 -4.01 5.02  0.001
O3 1.32 -0.05 -1.94  0.530
H30 -4.77 -4.49 4.52  0.001
H31 -3.92 -4.39 6.04  0.000
P1 -0.53 6.35 -5.37  0.000
H32 2.23 3.95 -3.76  0.000
H33 -0.71 2.40 -3.02  0.000
C16 0.55 -1.79 0.40  0.016
H34 -0.22 -3.61 6.65  0.001
H35 0.13 -2.72 0.77  0.001
H36 -3.22 -0.04 4.19  -0.001
H37 0.75 6.27 -7.45  0.000
H38 -3.96 0.12 5.78  0.000
H39 3.89 1.46 -3.98  0.000
C17 -2.90 -1.73 5.53  0.026
C18 3.79 2.53 -4.16  0.000
C19 0.19 6.98 -3.77  0.000
C20 -0.20 -3.97 3.93  -0.001
H40 1.21 7.34 -3.85  0.000
H41 -0.66 -5.23 6.13  0.000
H42 0.69 -0.83 2.32  0.001
H43 -2.47 -5.49 4.39  0.002
H44 -0.04 7.83 -7.27  0.000
Cl1 2.61 3.94 -6.76  0.000
H45 -3.17 2.54 -4.71  0.000
H46 4.32 2.76 -5.08  0.000
H47 4.99 -0.26 0.36  0.000
H48 2.71 0.56 1.76  0.002
N1 -1.65 -2.21 4.85  0.366
H49 -0.34 -1.90 -2.18  0.000
C21 2.92 -0.12 -0.27  0.026
H50 -2.21 0.32 5.60  0.000
C22 1.66 2.96 -5.56  0.000
C23 -2.63 -4.41 4.30  0.015
H51 4.52 -1.54 -0.73  0.002
In1 -0.44 3.80 -5.44  0.000
C24 4.18 -0.94 0.10  0.003
N2 -1.66 0.21 -3.85  0.000
N3 2.10 -0.85 -1.29  0.373
C25 0.52 7.06 -6.74  0.000
C26 0.47 -2.58 -1.97  -0.001
H52 1.76 2.27 -3.57  0.000
H53 -0.86 0.21 -3.24  0.000
H54 2.97 -3.10 0.32  0.000
H55 -1.31 3.32 -6.91  0.000



(4)
The following is a DFT calculation (ωB97M-V/def2-TZVPD) of a cluster of 6 separate species, C26H55F5N6O8S3 in total in a non-equilibrium geometry.

Calculated values
HOMO-LUMO gap (spin up / spin down), hartree: 0.370 / 0.204
Multiplicity: 2
<S²>: 0.763
E_LUMO (spin up / spin down), eV: -6.8 / -11.4
HOMO (spin up / spin down), eV: -16.903 / -16.903
Total charge: +3

Each line ends with the Löwdin spin population.
Element x y z (Å)
H1 -18.70 -4.64 -14.20  0.000
H2 -16.71 -8.13 -16.72  0.000
C1 -15.67 -3.73 -15.23  0.000
H3 -20.28 -3.02 -9.10  0.000
H4 -16.69 -5.70 -9.58  0.000
H5 -19.33 -8.91 -15.30  0.000
H6 -14.30 -5.94 -10.58  0.000
O1 -19.03 -11.46 -16.08  0.000
C2 -14.65 -6.92 -10.84  0.000
H7 -15.09 -8.70 -16.36  0.000
H8 -22.43 -7.80 -12.35  0.000
S1 -18.07 -10.44 -4.95  -0.039
C3 -17.87 -3.20 -12.80  0.000
C4 -15.86 -8.74 -10.52  0.000
C5 -19.80 -9.06 -10.96  0.000
H9 -14.77 -6.37 -15.82  0.000
N1 -19.67 -9.25 -16.19  0.000
H10 -15.19 -7.14 -14.25  0.000
H11 -21.53 -6.82 -7.79  0.000
H12 -20.12 -4.35 -10.15  0.000
H13 -17.54 -6.62 -14.60  0.000
C6 -23.38 -7.37 -12.06  0.000
H14 -14.02 -12.00 -12.52  0.000
H15 -19.39 -5.54 -8.32  0.000
C7 -17.91 -3.89 -14.21  0.000
C8 -15.54 -6.89 -15.25  0.000
H16 -23.97 -7.16 -12.95  0.000
C9 -16.48 -3.54 -12.21  0.000
H17 -21.61 -8.95 -15.21  0.000
H18 -15.75 -2.75 -12.35  0.000
H19 -24.48 -4.76 -9.16  0.000
O2 -17.84 -10.12 -8.00  0.021
N2 -15.69 -7.40 -10.09  0.000
H20 -21.50 -10.48 -16.11  0.000
C10 -20.58 -4.06 -9.20  0.000
C11 -19.00 -10.46 -16.70  0.000
H21 -14.69 -4.19 -15.31  0.000
H22 -22.50 -3.37 -8.68  0.000
H23 -15.13 -9.93 -13.52  0.000
H24 -16.02 -3.67 -16.26  0.000
F1 -19.26 -8.63 -9.86  0.000
S2 -19.30 -7.89 -12.42  0.000
H25 -22.94 -7.43 -9.43  0.000
H26 -16.58 -9.43 -10.12  0.000
N3 -22.55 -5.40 -8.86  0.000
H27 -19.44 -8.41 -16.70  0.000
C12 -16.87 -6.03 -15.22  0.000
C13 -14.23 -7.91 -11.75  0.000
H28 -21.56 -8.88 -17.00  0.000
C14 -21.24 -9.42 -16.12  0.000
H29 -16.49 -5.67 -12.66  0.000
H30 -24.04 -4.49 -7.48  0.000
N4 -15.06 -9.03 -11.58  0.000
H31 -13.49 -7.91 -12.53  0.000
F2 -18.44 -11.56 -3.84  -0.009
H32 -18.74 -10.67 -18.93  0.000
C15 -22.06 -4.05 -9.40  0.000
H33 -16.04 -10.72 -12.32  0.000
H34 -18.02 -9.25 -18.31  0.000
H35 -13.98 -11.32 -11.01  0.000
C16 -18.25 -10.28 -18.04  0.000
C17 -16.50 -6.70 -9.17  0.000
F3 -19.24 -10.26 -11.19  0.000
C18 -13.90 -11.02 -12.06  0.000
C19 -15.11 -10.17 -12.45  0.000
C20 -15.98 -8.26 -15.92  0.000
O3 -19.68 -8.66 -7.13  0.030
H36 -18.77 -3.63 -12.37  0.000
C21 -16.04 -4.75 -13.02  0.000
H37 -22.91 -5.38 -11.72  0.000
N5 -16.60 -4.67 -14.46  0.000
H38 -19.97 -4.28 -7.31  0.000
H39 -15.89 -6.53 -8.28  0.000
H40 -23.98 -8.16 -11.60  0.000
H41 -15.65 -2.68 -14.94  0.000
H42 -21.95 -5.50 -6.75  0.000
H43 -22.54 -3.69 -10.31  0.000
O4 -18.38 -9.23 -4.18  0.275
H44 -21.52 -6.72 -10.24  0.000
H45 -18.29 -3.26 -15.01  0.000
H46 -17.51 -7.08 -9.02  0.000
H47 -17.36 -10.90 -17.97  0.000
O5 -19.86 -8.48 -13.61  0.000
C22 -22.54 -6.54 -9.93  0.000
N6 -19.22 -10.96 -5.80  0.489
H48 -17.17 -5.82 -16.25  0.000
O6 -19.90 -6.57 -12.26  0.000
O7 -16.66 -10.77 -5.32  0.234
H49 -12.94 -10.60 -12.37  0.000
C23 -21.59 -5.73 -7.76  0.000
O8 -17.87 -7.91 -12.39  0.000
C24 -20.29 -4.97 -8.09  0.000
H50 -16.56 -3.73 -11.14  0.000
F4 -21.10 -9.22 -10.82  0.000
H51 -17.98 -2.12 -12.77  0.000
H52 -14.95 -4.87 -13.05  0.000
C25 -23.37 -6.20 -11.17  0.000
S3 -19.03 -9.96 -7.19  0.001
H53 -24.40 -5.92 -10.95  0.000
H54 -16.43 -8.88 -15.14  0.000
C26 -23.97 -5.20 -8.31  0.000
F5 -20.08 -10.82 -8.08  -0.001
H55 -24.36 -6.15 -7.95  0.000



Calculated values (eV) of total energy for the records, taken in order: -71499.6412 -42678.2617 -65449.0336 -99237.5902.